[1]
A structure of composition C54H69N6O9SbSc. Source: OMol25; level of theory: the ωB97M-V functional and the def2-TZVPD basis.

DFT total energy   -111726.857 eV
E_LUMO   1.48 eV
Gap between HOMO and LUMO   5.61 eV
Net charge   -1
HOMO level   -4.1310 eV

CARTESIAN COORDINATES (ANGSTROEM)
Sc -0.754 0.068 -1.309
C 3.729 3.472 -2.571
O 3.375 2.491 -1.618
C 4.320 1.601 -1.237
C 5.635 1.624 -1.687
C 6.537 0.648 -1.280
C 6.134 -0.351 -0.412
C 4.826 -0.363 0.052
C 3.902 0.595 -0.353
N 2.579 0.511 0.116
C 1.830 -0.632 0.012
N 2.235 -1.551 -0.896
C 1.331 -2.454 -1.532
C -0.012 -2.115 -1.718
C -0.777 -3.130 -2.318
C -0.249 -4.348 -2.712
C 1.110 -4.613 -2.574
C 1.904 -3.648 -1.981
O 3.266 -3.762 -1.799
C 3.899 -4.855 -2.422
N 0.739 -0.767 0.724
C 0.358 -2.047 1.134
C -0.972 -2.458 1.116
C -1.354 -3.712 1.570
C -0.414 -4.574 2.101
C 0.913 -4.165 2.196
C 1.297 -2.918 1.729
O 2.585 -2.453 1.821
C 3.459 -3.139 2.687
H 2.832 4.061 -2.742
H 4.046 3.014 -3.512
H 4.524 4.125 -2.199
H 5.961 2.385 -2.381
H 7.555 0.678 -1.646
H 6.826 -1.120 -0.094
H 4.483 -1.129 0.737
H 2.068 1.319 0.445
H 3.165 -1.500 -1.280
H -1.832 -2.965 -2.506
H -0.892 -5.102 -3.152
H 1.525 -5.550 -2.917
H 4.968 -4.716 -2.272
H 3.684 -4.884 -3.494
H 3.595 -5.806 -1.974
H -1.713 -1.771 0.731
H -2.395 -4.005 1.519
H -0.699 -5.557 2.453
H 1.641 -4.830 2.639
H 3.737 -4.120 2.290
H 3.020 -3.265 3.681
H 4.353 -2.523 2.771
O -1.626 2.351 -1.784
C -0.474 2.644 -1.446
O 0.432 1.745 -1.298
C -0.110 4.076 -1.197
C 1.072 4.406 -0.547
C 1.396 5.735 -0.310
C 0.535 6.740 -0.708
C -0.658 6.393 -1.327
C -0.995 5.075 -1.574
N -1.583 7.456 -1.727
O -1.236 8.611 -1.547
O -2.648 7.134 -2.215
H 1.728 3.611 -0.230
H 2.315 5.983 0.204
H 0.763 7.783 -0.545
H -1.931 4.824 -2.052
C -5.218 -1.829 -1.638
C -4.436 -1.418 -2.860
C -4.956 -1.608 -4.139
C -4.200 -1.222 -5.239
C -4.748 -1.384 -6.636
C -2.932 -0.681 -5.076
C -2.338 -0.512 -3.802
C -3.179 -0.878 -2.716
N -1.090 -0.066 -3.505
C -0.112 0.182 -4.576
C -0.471 1.437 -5.391
C 1.255 0.449 -3.929
C 0.104 -1.060 -5.467
H -6.284 -1.897 -1.860
H -5.076 -1.116 -0.824
H -4.887 -2.807 -1.279
H -5.942 -2.040 -4.273
H -5.710 -1.896 -6.624
H -4.059 -1.962 -7.257
H -4.882 -0.412 -7.115
H -2.413 -0.379 -5.971
H -2.817 -0.742 -1.701
H -0.711 2.245 -4.696
H -1.334 1.291 -6.038
H 0.374 1.745 -6.013
H 1.234 1.335 -3.300
H 2.010 0.598 -4.704
H 1.552 -0.407 -3.315
H -0.681 -1.223 -6.200
H 0.158 -1.943 -4.827
H 1.048 -0.966 -6.011
O 0.182 3.852 2.453
C -0.740 3.250 1.933
C -2.167 3.793 1.828
C -2.925 2.636 1.197
C -1.822 1.632 0.907
O -2.038 0.548 0.274
N -0.642 2.004 1.360
H -2.155 4.687 1.202
H -2.524 4.081 2.817
H -3.439 2.880 0.267
H -3.647 2.177 1.876
C -2.838 0.732 6.441
C -2.206 1.271 5.164
C -1.466 2.573 5.468
Sb -0.930 -0.132 3.976
C 0.999 0.434 4.891
C 2.026 0.478 3.759
C 1.484 -0.425 6.050
C -1.456 -2.091 4.902
C -2.874 -2.411 4.427
C -1.315 -2.394 6.391
H -3.487 1.493 6.893
H -2.072 0.479 7.177
H -3.446 -0.154 6.262
H -3.008 1.494 4.452
H -0.789 2.439 6.315
H -2.177 3.361 5.744
H -0.875 2.938 4.626
H 0.844 1.452 5.248
H 2.165 -0.505 3.303
H 2.997 0.824 4.134
H 1.700 1.161 2.972
H 1.631 -1.463 5.738
H 0.784 -0.413 6.886
H 2.448 -0.051 6.417
H -0.767 -2.744 4.355
H -3.618 -1.846 4.992
H -3.094 -3.476 4.563
H -3.009 -2.177 3.369
H -1.942 -1.749 7.004
H -0.288 -2.303 6.737
H -1.630 -3.429 6.581

---

[2]
A structure of composition C54H70B2F8FeN3O31 at a distorted geometry. Source: OMol25; level of theory: the ωB97M-V functional and the def2-TZVPD basis.

DFT total energy   -182558.299 eV
E_LUMO (spin up / spin down)   -2.91 / -3.72 eV
Gap between HOMO and LUMO (spin up / spin down)   4.30 / 5.36 eV
2S+1   6
HOMO level (spin up / spin down)   -7.2115 / -9.0866 eV

CARTESIAN COORDINATES (ANGSTROEM)
Fe 2.016 -2.169 -2.039
O 1.788 -3.800 -1.152
H 2.633 -4.261 -0.901
B 4.166 -3.040 -3.911
F 4.468 -3.817 -2.856
F 4.352 -3.705 -5.138
F 2.705 -2.777 -3.803
F 4.724 -1.761 -3.738
B 0.174 -0.987 0.538
F 1.119 -0.791 -0.694
F -0.643 -2.080 0.292
F 1.153 -1.164 1.519
F -0.537 0.186 0.805
C 0.269 -4.900 -5.681
O -0.164 -3.918 -4.742
C -0.247 -4.486 -3.401
C -0.753 -3.389 -2.495
N -0.011 -2.154 -2.861
C -0.836 -0.931 -2.614
C -2.031 -0.835 -3.517
O -1.611 -1.091 -4.872
C -2.673 -1.311 -5.881
H -0.091 -4.490 -6.674
H -0.170 -5.870 -5.590
H 1.367 -5.047 -5.673
H 0.736 -4.832 -2.985
H -0.957 -5.333 -3.344
H -0.422 -3.706 -1.526
H -1.866 -3.306 -2.440
H 0.229 -2.256 -3.866
H -0.181 -0.028 -2.831
H -1.236 -0.866 -1.586
H -2.647 0.098 -3.379
H -2.824 -1.645 -3.311
H -2.128 -1.589 -6.784
H -3.309 -0.441 -6.007
H -3.196 -2.224 -5.563
C 7.516 -0.830 0.736
O 6.299 -1.500 0.289
C 5.140 -1.064 0.955
C 3.948 -1.779 0.219
N 3.695 -1.267 -1.148
C 3.558 0.216 -1.307
C 3.384 0.542 -2.711
O 2.231 -0.142 -3.213
C 1.940 0.118 -4.638
H 7.510 0.268 0.555
H 8.393 -1.249 0.250
H 7.638 -0.997 1.835
H 5.052 0.014 0.928
H 5.006 -1.376 2.044
H 3.060 -1.713 0.802
H 4.154 -2.842 0.195
H 4.512 -1.489 -1.717
H 4.507 0.581 -0.883
H 2.789 0.548 -0.627
H 4.215 0.217 -3.290
H 3.238 1.622 -2.827
H 2.014 1.181 -4.899
H 0.909 -0.147 -4.856
H 2.546 -0.424 -5.363
C 2.098 2.533 3.913
O 1.944 3.146 2.635
C 1.955 2.337 1.435
C 2.078 3.235 0.230
N 3.405 3.834 0.066
C 3.508 5.013 -0.818
C 4.831 5.747 -0.571
O 4.858 6.189 0.785
C 5.983 6.914 1.176
H 1.872 3.348 4.574
H 3.089 2.113 3.999
H 1.283 1.828 4.021
H 1.060 1.779 1.307
H 2.668 1.582 1.473
H 1.291 3.988 0.416
H 1.866 2.605 -0.658
H 3.750 4.121 0.972
H 2.726 5.785 -0.663
H 3.424 4.706 -1.850
H 4.788 6.625 -1.260
H 5.740 5.150 -0.800
H 5.690 7.281 2.199
H 6.206 7.809 0.606
H 6.846 6.348 1.307
C -5.016 -3.947 -1.101
C -4.472 -3.499 0.039
C -3.840 -4.499 1.054
O -3.362 -4.045 2.040
C -3.863 -5.944 0.651
C -4.544 -6.304 -0.420
C -5.165 -5.334 -1.359
O -5.898 -5.770 -2.278
O -4.679 -7.560 -0.807
O -4.264 -2.246 0.274
H -5.364 -3.228 -1.817
H -3.522 -6.592 1.406
H -5.402 -7.352 -1.474
H -3.828 -2.155 1.198
C -1.003 5.095 1.694
C -1.457 4.207 2.603
C -1.648 4.414 4.055
O -2.005 3.473 4.751
C -1.395 5.789 4.562
C -0.801 6.644 3.670
C -0.826 6.466 2.165
O -0.792 7.425 1.471
O -0.436 7.917 3.991
O -1.608 2.928 2.238
H -1.058 4.825 0.655
H -1.568 5.978 5.601
H -0.329 8.379 3.178
H -1.713 2.501 3.094
C -1.904 -0.924 5.944
C -1.866 -0.793 4.603
C -2.860 -1.543 3.709
O -2.832 -1.251 2.524
C -3.866 -2.406 4.375
C -3.710 -2.708 5.684
C -2.780 -1.871 6.569
O -2.852 -2.021 7.772
O -4.638 -3.488 6.325
O -0.974 -0.009 3.954
H -1.327 -0.344 6.605
H -4.746 -2.757 3.919
H -4.327 -3.525 7.267
H -1.209 0.002 3.001
C -1.668 5.756 -1.986
C -1.512 4.500 -2.467
C -0.202 3.933 -2.998
O -0.216 2.739 -3.268
C 0.924 4.827 -3.098
C 0.783 6.092 -2.678
C -0.494 6.646 -2.098
O -0.447 7.836 -1.860
O 1.822 6.892 -2.649
O -2.464 3.603 -2.479
H -2.512 6.191 -1.506
H 1.886 4.424 -3.381
H 1.491 7.747 -2.251
H -2.107 2.755 -2.729
C 2.226 -3.541 3.706
C 1.282 -3.460 4.666
C -0.120 -4.204 4.536
O -0.837 -4.119 5.481
C -0.394 -4.846 3.290
C 0.570 -4.758 2.305
C 1.886 -4.115 2.491
O 2.638 -4.177 1.517
O 0.371 -5.171 1.093
O 1.455 -2.956 5.855
H 3.224 -3.196 3.939
H -1.338 -5.294 3.088
H 1.110 -4.893 0.502
H 0.706 -3.126 6.474
C -5.678 0.203 1.220
C -4.556 0.556 0.569
C -4.477 0.718 -0.982
O -3.422 1.134 -1.481
C -5.608 0.447 -1.767
C -6.630 -0.218 -1.143
C -6.699 -0.314 0.387
O -7.637 -0.953 0.842
O -7.614 -0.908 -1.705
O -3.515 0.962 1.151
H -5.700 0.270 2.292
H -5.465 0.571 -2.861
H -8.055 -1.340 -0.949
H -2.839 1.069 0.425

---

[3]
A structure of composition C54H71BBrO4P2RhSi. Source: OMol25; level of theory: the ωB97M-V functional and the def2-TZVPD basis.

DFT total energy   -165525.956 eV
E_LUMO (spin up / spin down)   0.59 / -3.06 eV
Gap between HOMO and LUMO (spin up / spin down)   6.01 / 4.99 eV
2S+1   5
HOMO level (spin up / spin down)   -5.4194 / -8.0440 eV

CARTESIAN COORDINATES (ANGSTROEM)
Rh -0.338 0.133 0.267
C -0.731 -0.863 3.928
Si -0.328 0.377 2.563
C -1.319 1.955 2.969
C -1.775 2.277 4.250
C -2.454 3.457 4.501
C -2.715 4.340 3.461
C -2.287 4.035 2.180
C -1.587 2.856 1.931
P -0.898 2.445 0.275
C -0.045 4.046 -0.085
C 1.202 4.161 0.815
C 2.215 5.167 0.252
C 1.494 6.303 -0.465
C 0.764 5.776 -1.711
C 0.333 4.310 -1.546
C -2.345 2.340 -0.877
C -3.100 3.629 -1.251
C -3.774 3.513 -2.625
C -4.246 2.086 -2.870
C -3.043 1.152 -3.039
C -1.879 1.547 -2.115
C 1.490 0.849 2.908
C 1.831 1.441 4.126
C 3.147 1.655 4.493
C 4.165 1.241 3.643
C 3.851 0.661 2.425
C 2.522 0.490 2.025
P 2.014 -0.228 0.393
C 2.387 -2.038 0.593
C 3.827 -2.539 0.786
C 4.583 -2.835 -0.511
C 3.793 -3.767 -1.422
C 2.433 -3.158 -1.737
C 1.659 -2.886 -0.454
C 3.146 0.448 -0.928
C 2.497 1.680 -1.562
C 3.203 2.103 -2.844
C 4.685 2.364 -2.602
C 5.343 1.161 -1.935
C 4.617 0.776 -0.646
H -0.444 -0.481 4.910
H -0.172 -1.783 3.752
H -1.790 -1.121 3.946
H -1.587 1.595 5.071
H -2.787 3.689 5.505
H -3.257 5.258 3.645
H -2.503 4.728 1.376
H -0.756 4.826 0.203
H 1.674 3.178 0.925
H 0.892 4.459 1.820
H 2.888 4.668 -0.453
H 2.844 5.549 1.057
H 2.188 7.098 -0.742
H 0.777 6.751 0.229
H 1.415 5.858 -2.584
H -0.110 6.400 -1.917
H 1.154 3.651 -1.834
H -0.487 4.087 -2.227
H -3.039 1.697 -0.328
H -2.444 4.500 -1.243
H -3.863 3.813 -0.490
H -3.064 3.789 -3.413
H -4.600 4.224 -2.692
H -4.889 2.028 -3.749
H -4.858 1.761 -2.021
H -2.701 1.190 -4.076
H -3.343 0.122 -2.847
H -1.140 2.142 -2.658
H -1.333 0.644 -1.769
H 1.040 1.745 4.803
H 3.382 2.127 5.438
H 5.202 1.368 3.923
H 4.663 0.344 1.793
H 1.856 -2.199 1.543
H 3.757 -3.484 1.338
H 4.395 -1.866 1.429
H 5.554 -3.272 -0.264
H 4.790 -1.916 -1.061
H 3.647 -4.731 -0.921
H 4.351 -3.968 -2.340
H 1.845 -3.830 -2.367
H 2.567 -2.238 -2.315
H 1.438 -3.854 0.007
H 0.701 -2.416 -0.692
H 3.119 -0.349 -1.682
H 2.543 2.496 -0.831
H 1.435 1.488 -1.749
H 2.720 2.988 -3.267
H 3.093 1.303 -3.585
H 4.792 3.236 -1.947
H 5.190 2.609 -3.538
H 6.392 1.372 -1.718
H 5.330 0.309 -2.625
H 4.662 1.622 0.046
H 5.137 -0.054 -0.170
Br -6.067 2.369 3.479
C -6.120 1.444 1.865
C -7.411 1.544 1.127
C -7.537 0.840 -0.070
C -6.506 0.089 -0.551
C -5.201 0.011 0.197
C -5.062 0.724 1.413
C -4.167 -0.798 -0.397
O -4.339 -1.439 -1.419
O -2.965 -0.756 0.290
H -8.204 2.142 1.547
H -8.468 0.892 -0.620
H -6.570 -0.472 -1.472
H -4.132 0.679 1.966
C 0.871 -8.164 -0.131
C 0.038 -7.247 -1.029
C 0.911 -6.849 -2.228
C -1.184 -8.026 -1.531
C -0.443 -5.999 -0.285
C -0.370 -5.893 1.103
C -0.800 -4.760 1.800
C -1.310 -3.728 1.054
O -1.741 -2.498 1.464
B -2.036 -1.808 0.270
O -1.862 -2.638 -0.841
C -1.398 -3.822 -0.331
C -0.990 -4.935 -1.021
H 1.253 -8.999 -0.720
H 0.279 -8.583 0.683
H 1.724 -7.638 0.300
H 1.327 -7.740 -2.699
H 1.740 -6.211 -1.913
H 0.344 -6.314 -2.989
H -0.870 -8.917 -2.077
H -1.792 -7.413 -2.198
H -1.812 -8.337 -0.695
H 0.048 -6.706 1.678
H -0.721 -4.692 2.876
H -1.064 -4.958 -2.098